The following is a quantum chemistry calculation of the ion C5H13N2 with charge +1, from the Open Molecules 2025 dataset.

Each line ends with the Mulliken charge.
Atoms and positions in Å:
H 1.39163 -1.14936 -0.22471  0.317
C -0.43050 0.13691 -0.50009  0.061
H -1.24230 -1.64419 0.56578  0.249
N -0.66660 1.25373 -1.38912  -0.294
C 1.19310 0.03640 1.53018  -0.193
H -1.03852 0.93535 -2.45429  0.418
H 3.18204 0.53338 0.86034  0.372
H 1.66306 0.53958 -0.73680  0.328
H 2.94839 1.22145 2.36198  0.346
H -3.00416 -0.66991 -1.69579  0.112
H -3.19474 -1.75325 -0.61961  0.180
H 1.16707 -0.95386 1.90897  0.239
H -1.30765 1.94763 -1.11110  0.352
N -2.59758 -1.09438 -0.94177  -0.384
C 2.69080 0.39854 1.75228  -1.273
H 0.09003 1.83518 -1.54563  0.352
C -1.35623 -0.85021 -0.30417  -0.067
H 3.20882 -0.37118 2.25342  0.355
C 0.99680 -0.10962 -0.01783  -0.815
H 0.42171 0.74163 1.99144  0.346

Kohn-Sham gap = 8.7 eV
ΔE to the lowest compared entry with this formula, charge and spin = 87.3 kcal/mol
SMILES = CCC/C([NH3+])=C/N
charge = +1